1.
ORCA calculation (ωB97M-V with the def2-TZVPD basis set) on a cluster of 3 separate species, C21H37Br2ClF10O2S in total.

Output
E_HOMO = -0.3341 Eh
gap between HOMO and LUMO = 7.89 eV
relative energy (zero: lowest compared OMol25 entry of this formula, charge and spin) = 3.759 eV
electronic energy = -217084.9680 eV

Each line ends with the Mulliken charge.
CARTESIAN COORDINATES (ANGSTROEM)
C (9.190, -0.206, -0.584)  -1.026
C (8.104, 0.996, -0.439)  -0.136
Br (9.136, 2.472, 0.484)  -0.148
C (6.867, 0.625, 0.534)  -0.622
Br (6.592, 2.221, 1.742)  -0.051
C (5.452, 0.451, -0.273)  0.999
F (5.049, 1.773, -0.589)  -0.309
C (4.497, -0.336, 0.734)  -1.019
C (3.061, -0.732, 0.227)  -1.131
C (2.099, 0.405, -0.325)  0.751
F (2.598, 0.800, -1.588)  -0.232
F (0.872, -0.308, -0.625)  -0.219
C (1.678, 1.555, 0.676)  0.629
F (2.699, 1.960, 1.593)  -0.232
F (0.672, 0.989, 1.527)  -0.242
S (0.961, 3.129, -0.041)  1.189
F (1.571, 3.987, 1.286)  -0.341
F (-0.453, 2.906, 0.862)  -0.335
F (0.252, 2.390, -1.336)  -0.226
F (2.346, 3.544, -0.853)  -0.279
F (0.288, 4.562, -0.571)  -0.298
O (5.749, -0.420, -1.380)  -0.294
C (5.502, 0.115, -2.653)  0.607
O (6.030, 1.088, -3.195)  -0.407
Cl (4.295, -0.821, -3.694)  -0.146
H (10.170, 0.326, -0.879)  0.378
H (8.886, -0.991, -1.349)  0.252
H (9.386, -0.636, 0.466)  0.330
H (7.815, 1.431, -1.448)  0.417
H (7.086, -0.293, 1.176)  0.469
H (4.496, 0.243, 1.732)  0.322
H (5.056, -1.316, 0.986)  0.489
H (3.156, -1.521, -0.608)  0.428
H (2.503, -1.278, 1.079)  0.353
C (-1.848, -0.196, -2.672)  -1.418
C (-2.085, -1.157, -1.516)  1.427
C (-1.960, -2.627, -1.916)  -0.893
C (-2.972, -3.108, -2.960)  -0.849
C (-4.440, -2.921, -2.577)  -0.300
C (-4.843, -3.714, -1.340)  -1.186
H (-2.586, -0.330, -3.467)  0.439
H (-1.921, 0.838, -2.325)  0.296
H (-0.851, -0.340, -3.099)  0.284
H (-3.068, -0.963, -1.073)  -0.629
H (-1.351, -0.947, -0.732)  -0.068
H (-2.044, -3.245, -1.016)  0.363
H (-0.950, -2.804, -2.306)  0.363
H (-2.788, -4.170, -3.157)  0.418
H (-2.789, -2.592, -3.909)  0.293
H (-5.064, -3.249, -3.416)  0.390
H (-4.667, -1.862, -2.425)  0.198
H (-4.669, -4.783, -1.488)  0.343
H (-5.904, -3.568, -1.127)  0.368
H (-4.285, -3.393, -0.456)  0.228
C (-5.305, 0.102, 4.759)  -1.190
C (-5.649, 1.139, 3.697)  -0.409
C (-5.758, 0.549, 2.290)  -0.990
C (-4.471, -0.074, 1.742)  -0.422
C (-3.265, 0.863, 1.689)  -0.014
C (-3.471, 2.057, 0.765)  -1.007
H (-4.331, -0.357, 4.574)  0.278
H (-5.268, 0.571, 5.745)  0.386
H (-6.059, -0.689, 4.787)  0.290
H (-4.908, 1.945, 3.718)  0.232
H (-6.609, 1.598, 3.957)  0.391
H (-6.104, 1.333, 1.607)  0.324
H (-6.542, -0.217, 2.286)  0.452
H (-4.673, -0.451, 0.732)  0.000
H (-4.207, -0.952, 2.342)  0.423
H (-2.398, 0.297, 1.333)  0.033
H (-3.007, 1.216, 2.692)  0.504
H (-3.684, 1.727, -0.256)  0.193
H (-2.575, 2.676, 0.742)  0.154
H (-4.297, 2.690, 1.101)  0.383

Forces on atoms 1 to 3 (eV/Å):
0.1 1.3 0.5
0.8 -0.7 0.5
1.2 -0.6 -1.6

2.
ORCA calculation (ωB97M-V with the def2-TZVPD basis set) on a cluster of 3 separate species, C21H37FNO3 in total.

Output
2S+1 = 2
E_HOMO (spin up / spin down) = -0.3150 / -0.3324 Eh
gap between HOMO and LUMO (spin up / spin down) = 9.33 / 9.26 eV
electronic energy = -32723.7278 eV
expectation value of S² = 0.754

Each line ends with the natural charge from an NBO analysis.
CARTESIAN COORDINATES (ANGSTROEM)
C (-1.378, 0.312, 3.601)  -0.598
C (-0.901, -0.189, 2.158)  0.104
C (0.678, -0.343, 2.331)  -0.629
C (-1.253, 0.985, 1.165)  -0.464
C (-1.748, 0.597, -0.272)  0.355
F (-2.840, 1.491, -0.573)  -0.389
C (-0.705, 0.827, -1.415)  -0.079
C (-1.265, 1.110, -2.755)  -0.143
C (-0.360, 1.314, -3.862)  -0.240
C (1.095, 1.239, -3.719)  -0.223
C (1.651, 0.989, -2.408)  -0.210
C (0.728, 0.796, -1.274)  -0.232
C (-2.334, -0.865, -0.448)  -0.450
C (-1.657, -1.904, 0.524)  0.100
C (-2.605, -3.196, 0.497)  -0.602
C (-0.261, -2.427, -0.051)  -0.643
N (-1.606, -1.473, 1.933)  -0.009
O (-2.744, -1.560, 2.543)  -0.360
H (-1.227, -0.483, 4.373)  0.230
H (-2.409, 0.736, 3.586)  0.221
H (-0.698, 1.178, 3.858)  0.199
H (1.194, -0.648, 1.391)  0.211
H (0.849, -1.021, 3.201)  0.232
H (1.096, 0.661, 2.625)  0.216
H (-0.371, 1.682, 1.113)  0.232
H (-2.071, 1.593, 1.645)  0.248
H (-2.360, 1.181, -2.929)  0.226
H (-0.769, 1.514, -4.876)  0.213
H (1.798, 1.366, -4.586)  0.237
H (2.744, 0.920, -2.215)  0.224
H (1.198, 0.622, -0.284)  0.215
H (-2.151, -1.178, -1.507)  0.234
H (-3.439, -0.828, -0.236)  0.242
H (-3.682, -2.882, 0.571)  0.220
H (-2.503, -3.744, -0.480)  0.204
H (-2.344, -3.844, 1.375)  0.227
H (0.129, -1.791, -0.881)  0.228
H (0.491, -2.585, 0.769)  0.226
H (-0.422, -3.449, -0.494)  0.222
C (-0.148, -0.049, 8.892)  -0.629
C (-0.599, -0.393, 7.482)  0.093
C (-1.802, -1.325, 7.496)  -0.631
O (0.474, -1.015, 6.776)  -0.723
H (0.154, -0.950, 9.435)  0.197
H (0.722, 0.611, 8.866)  0.217
H (-0.944, 0.445, 9.453)  0.211
H (-0.852, 0.523, 6.943)  0.178
H (-1.556, -2.269, 7.992)  0.197
H (-2.108, -1.571, 6.477)  0.222
H (-2.648, -0.869, 8.015)  0.211
H (0.706, -1.827, 7.243)  0.459
C (3.393, 3.141, -8.314)  -0.630
C (3.809, 1.753, -7.854)  0.095
C (3.527, 0.708, -8.922)  -0.629
O (3.102, 1.415, -6.660)  -0.724
H (2.318, 3.177, -8.520)  0.197
H (3.590, 3.879, -7.534)  0.219
H (3.930, 3.436, -9.218)  0.211
H (4.873, 1.751, -7.610)  0.178
H (2.458, 0.662, -9.149)  0.197
H (3.821, -0.285, -8.575)  0.219
H (4.069, 0.930, -9.844)  0.211
H (2.159, 1.414, -6.864)  0.458

Forces on atoms 1 to 3 (eV/Å):
0.9 0.7 -0.4
1.0 1.4 2.4
-0.7 0.3 0.0

3.
ORCA calculation (ωB97M-V with the def2-TZVPD basis set) on a cluster of 5 separate species, C21H37FNO7S3 in total.

Output
E_HOMO = -0.3797 Eh
gap between HOMO and LUMO = 7.78 eV
relative energy (zero: lowest compared OMol25 entry of this formula, charge and spin) = 0.000 eV
net charge = +1
electronic energy = -73406.6185 eV

Each line ends with the natural charge from an NBO analysis.
CARTESIAN COORDINATES (ANGSTROEM)
C (2.090, 3.018, 0.762)  -0.678
C (2.619, 1.577, 0.563)  0.723
O (3.385, 1.042, 1.440)  -0.506
N (2.252, 0.850, -0.717)  -0.622
H (1.792, -0.080, -0.365)  0.537
H (1.730, 1.421, -1.340)  0.461
C (3.514, 0.306, -1.322)  -0.399
H (2.791, 3.611, 0.869)  0.221
H (1.183, 2.823, 1.446)  0.303
H (1.511, 3.207, -0.213)  0.223
H (4.090, -0.009, -0.543)  0.241
H (4.076, 0.992, -1.816)  0.215
H (3.041, -0.453, -2.021)  0.235
F (5.112, -2.694, 5.835)  -0.311
C (3.972, -2.016, 5.650)  0.411
C (2.966, -2.174, 6.697)  -0.274
C (1.743, -1.427, 6.555)  -0.211
C (1.530, -0.500, 5.436)  -0.200
C (2.676, -0.351, 4.460)  -0.188
C (3.731, -1.166, 4.606)  -0.319
H (3.328, -2.727, 7.456)  0.224
H (0.861, -1.220, 7.351)  0.233
H (0.926, 0.174, 5.331)  0.173
H (2.563, 0.492, 3.661)  0.236
H (4.463, -1.033, 3.738)  0.225
C (-3.519, 0.362, 2.059)  -0.430
C (-2.847, -1.037, 2.275)  -0.382
C (-1.560, -0.948, 2.728)  -0.731
S (-0.929, 0.440, 1.926)  2.222
O (-0.149, 0.082, 0.813)  -0.983
O (-0.360, 1.322, 2.917)  -0.966
C (-2.478, 1.189, 1.412)  -0.675
H (-3.759, 0.682, 2.981)  0.216
H (-4.493, 0.182, 1.551)  0.232
H (-2.959, -1.557, 1.203)  0.209
H (-3.456, -1.774, 2.891)  0.246
H (-1.169, -1.785, 2.351)  0.269
H (-1.432, -0.785, 3.789)  0.264
H (-2.524, 1.021, 0.354)  0.234
H (-2.145, 2.416, 1.684)  0.288
C (-2.415, 2.946, -4.176)  -0.379
C (-3.456, 2.667, -3.114)  -0.389
C (-2.865, 1.966, -2.023)  -0.677
S (-1.184, 2.387, -2.065)  2.198
O (-0.386, 1.177, -2.238)  -0.992
O (-0.775, 3.240, -0.980)  -0.958
C (-1.100, 3.305, -3.554)  -0.693
H (-2.796, 3.640, -4.795)  0.227
H (-2.361, 1.960, -4.690)  0.199
H (-4.283, 2.210, -3.584)  0.240
H (-3.620, 3.565, -2.599)  0.202
H (-2.903, 0.924, -2.174)  0.262
H (-3.347, 2.177, -1.231)  0.241
H (-0.298, 2.931, -4.187)  0.274
H (-1.282, 4.319, -3.287)  0.260
C (0.129, -3.995, -3.760)  -0.410
C (-0.148, -2.785, -4.578)  -0.382
C (0.296, -1.647, -3.802)  -0.650
S (-0.176, -2.084, -2.077)  2.195
O (-1.507, -1.596, -1.801)  -0.935
O (0.981, -1.746, -1.250)  -0.980
C (-0.290, -3.736, -2.396)  -0.716
H (1.076, -4.245, -3.882)  0.216
H (-0.639, -4.710, -4.201)  0.241
H (-1.294, -2.734, -4.759)  0.199
H (0.301, -2.884, -5.481)  0.227
H (-0.216, -0.842, -4.198)  0.252
H (1.385, -1.634, -3.886)  0.224
H (-1.378, -4.132, -1.942)  0.279
H (0.386, -4.118, -1.744)  0.260

Forces on atoms 1 to 3 (eV/Å):
-9.4 -8.5 -3.8
3.3 -0.1 4.8
-3.8 1.8 -5.1

> Among the records above, which one has the lowest electronic energy?

C21H37Br2ClF10O2S

> Look up the electronic energy of the first one.

-217084.9680 eV